Here is a molecular structure, C46H35N5O3PW from OMol25. Energies are from the ωB97M-V functional and the def2-TZVPD basis.

Geometry (Å):
W: 0.97 -0.34 -0.06
O: 0.90 3.07 2.82
C: 0.19 3.47 1.99
O: 1.76 2.25 0.09
C: -0.62 4.00 1.07
C: -0.79 5.43 1.05
C: -1.66 6.01 0.18
C: -2.41 5.23 -0.71
C: -2.25 3.86 -0.73
C: -1.38 3.21 0.13
P: -1.20 1.38 0.13
C: -2.30 0.92 1.53
C: -2.45 1.70 2.67
C: -3.26 1.26 3.71
C: -3.94 0.06 3.62
C: -3.81 -0.72 2.48
C: -2.99 -0.29 1.45
C: -2.20 0.98 -1.36
C: -3.58 0.85 -1.33
C: -4.27 0.61 -2.51
C: -3.60 0.51 -3.71
C: -2.22 0.65 -3.74
C: -1.52 0.88 -2.57
H: -0.22 6.03 1.74
H: -1.79 7.08 0.18
H: -3.13 5.70 -1.37
H: -2.84 3.29 -1.43
H: -1.96 2.65 2.76
H: -3.37 1.87 4.59
H: -4.57 -0.28 4.43
H: -4.34 -1.65 2.39
H: -2.89 -0.88 0.55
H: -4.13 0.96 -0.41
H: -5.35 0.50 -2.48
H: -4.14 0.33 -4.62
H: -1.68 0.59 -4.68
H: -0.45 1.00 -2.61
C: 5.24 3.41 -0.11
C: 3.86 3.44 -0.08
C: 3.15 2.26 0.04
C: 3.81 1.03 0.13
C: 5.21 1.02 0.11
C: 5.91 2.20 -0.01
N: 3.05 -0.15 0.22
N: 3.78 -1.22 0.39
C: 3.09 -2.37 0.39
C: 3.78 -3.60 0.51
C: 3.06 -4.76 0.51
C: 1.66 -4.72 0.49
C: 1.00 -3.52 0.39
C: 1.68 -2.30 0.25
H: 5.79 4.33 -0.21
H: 3.33 4.38 -0.16
H: 1.44 3.04 -0.37
H: 5.71 0.07 0.17
H: 6.99 2.18 -0.04
H: 4.85 -3.59 0.59
H: 3.56 -5.72 0.55
H: 1.10 -5.64 0.56
H: -0.09 -3.53 0.41
N: -2.06 -2.49 4.80
C: -1.21 -1.82 4.41
C: -0.17 -1.00 3.92
C: 0.70 -0.33 4.80
C: 1.70 0.44 4.23
C: 1.81 0.53 2.85
N: 0.97 -0.10 1.99
C: 0.00 -0.87 2.55
H: 0.57 -0.41 5.86
H: 2.40 0.98 4.84
H: 2.59 1.13 2.41
H: -0.66 -1.41 1.88
C: -2.28 -2.89 -0.99
C: -0.99 -2.29 -1.50
O: -0.46 -1.31 -0.85
C: -0.37 -2.86 -2.67
C: 0.93 -2.50 -3.08
C: 1.51 -3.06 -4.19
C: 0.83 -4.01 -4.94
C: -0.44 -4.40 -4.55
C: -1.04 -3.83 -3.44
H: -2.40 -2.68 0.07
H: -2.28 -3.97 -1.11
H: -3.13 -2.48 -1.53
H: 1.50 -1.77 -2.50
H: 2.51 -2.76 -4.49
H: 1.28 -4.44 -5.82
H: -0.98 -5.14 -5.12
H: -2.04 -4.14 -3.18
N: 2.09 1.01 -2.79
C: 1.66 0.44 -1.88

Results
maximum force: 2.7 eV/A
spin multiplicity: 1
HOMO level (alpha / beta): -7.90 / -7.84 eV
Kohn-Sham gap (alpha / beta): 3.2 / 3.1 eV
charge: +1
E_LUMO (alpha / beta): -4.7 / -4.7 eV
energy: -72967.0709 eV

---

Here is a molecular structure, C46H36IN13O2S2V from OMol25. Energies are from the ωB97M-V functional and the def2-TZVPD basis.

Geometry (Å):
V: -0.15 -1.72 -0.97
C: 1.32 -3.14 2.94
C: 0.49 -2.68 1.78
N: 0.98 -2.45 0.61
N: 2.32 -2.62 0.38
C: 2.66 -1.82 -0.63
O: 1.90 -0.95 -1.16
C: 4.02 -2.02 -1.21
C: 5.00 -2.76 -0.56
C: 6.23 -2.98 -1.18
C: 6.47 -2.47 -2.45
C: 5.49 -1.73 -3.10
C: 4.27 -1.50 -2.48
C: -0.93 -2.34 1.90
C: -1.70 -2.68 3.01
C: -3.02 -2.26 3.08
C: -3.54 -1.52 2.03
C: -2.73 -1.24 0.95
N: -1.46 -1.63 0.88
H: 2.32 -2.73 2.84
H: 0.89 -2.83 3.89
H: 1.42 -4.23 2.95
H: 4.79 -3.17 0.42
H: 6.99 -3.55 -0.67
H: 7.42 -2.65 -2.93
H: 5.68 -1.34 -4.09
H: 3.49 -0.92 -2.97
H: -1.27 -3.27 3.81
H: -3.63 -2.51 3.94
H: -4.56 -1.16 2.04
H: -3.09 -0.66 0.10
S: -0.45 -0.30 -3.28
C: 0.45 -1.69 -3.70
N: 0.67 -2.62 -2.79
C: 1.44 -3.66 -3.26
C: 1.89 -4.74 -2.50
C: 2.68 -5.70 -3.12
C: 3.03 -5.59 -4.47
C: 2.59 -4.51 -5.22
C: 1.80 -3.55 -4.61
S: 1.15 -2.07 -5.26
H: 1.65 -4.80 -1.45
H: 3.05 -6.54 -2.54
H: 3.65 -6.35 -4.92
H: 2.88 -4.42 -6.26
C: -1.08 4.66 -2.78
N: -1.88 3.53 -2.39
C: -1.53 2.41 -1.73
N: -2.61 1.71 -1.42
C: -3.61 2.47 -1.94
N: -3.22 3.58 -2.52
C: -1.21 5.82 -1.81
C: -1.15 7.12 -2.27
C: -1.27 8.19 -1.39
C: -1.47 7.97 -0.04
C: -1.52 6.66 0.43
C: -1.39 5.59 -0.45
C: -1.74 6.39 1.85
N: -2.28 7.14 2.75
N: -2.23 6.41 3.94
C: -1.68 5.29 3.65
O: -1.33 5.20 2.34
C: -1.38 4.14 4.50
C: -2.05 3.96 5.71
C: -1.75 2.85 6.49
C: -0.80 1.93 6.07
C: -0.11 2.12 4.88
C: 0.97 1.16 4.44
N: 1.01 1.03 2.99
C: 0.02 0.81 2.12
N: 0.48 0.78 0.89
C: 1.81 1.01 1.07
N: 2.17 1.18 2.32
C: -0.41 3.23 4.11
H: -1.40 4.97 -3.77
H: -0.04 4.32 -2.84
H: -0.51 2.14 -1.52
H: -4.65 2.19 -1.88
H: -1.02 7.32 -3.33
H: -1.23 9.21 -1.77
H: -1.58 8.78 0.66
H: -1.46 4.58 -0.08
H: -2.80 4.67 6.02
H: -2.28 2.69 7.42
H: -0.59 1.06 6.68
H: 0.84 0.18 4.91
H: 1.95 1.53 4.72
H: -1.01 0.69 2.43
H: 2.51 1.06 0.25
H: 0.11 3.39 3.17
I: -2.43 -7.21 -0.65
C: -2.58 -5.32 -1.49
C: -3.48 -5.04 -2.51
C: -3.52 -3.76 -3.03
C: -2.66 -2.80 -2.52
N: -1.79 -3.07 -1.54
C: -1.76 -4.30 -1.03
H: -4.13 -5.82 -2.90
H: -4.20 -3.50 -3.83
H: -2.63 -1.79 -2.91
H: -1.04 -4.48 -0.24

Results
maximum force: 1.2 eV/A
spin multiplicity: 4
HOMO level (alpha / beta): -6.92 / -7.33 eV
Kohn-Sham gap (alpha / beta): 6.8 / 6.9 eV
charge: 0
E_LUMO (alpha / beta): -0.1 / -0.4 eV
energy: -127214.5217 eV

---

Here is a molecular structure, C46H37IN2O2P2STi from OMol25. Energies are from the ωB97M-V functional and the def2-TZVPD basis.

Geometry (Å):
Ti: 0.49 -0.06 0.29
O: -0.13 -3.77 0.50
S: -0.36 -2.47 -0.12
C: -1.66 -1.48 0.62
C: -2.85 -1.16 -0.04
C: -3.76 -0.33 0.57
C: -3.47 0.22 1.82
C: -2.29 -0.09 2.47
C: -1.35 -0.97 1.91
P: -0.02 -1.79 2.97
C: -0.69 -1.48 4.63
C: -1.67 -2.39 5.05
C: -2.25 -2.25 6.30
C: -1.84 -1.22 7.14
C: -0.85 -0.34 6.74
C: -0.28 -0.46 5.48
C: 1.37 -0.59 2.85
C: 2.65 -1.15 3.01
C: 3.77 -0.35 3.09
C: 3.64 1.03 2.98
C: 2.39 1.61 2.82
C: 1.26 0.80 2.78
C: -0.92 -2.74 -1.78
C: -1.46 -3.99 -2.08
C: -1.83 -4.25 -3.39
C: -1.63 -3.29 -4.38
C: -1.07 -2.06 -4.07
C: -0.71 -1.77 -2.75
P: 0.08 -0.20 -2.32
C: 1.50 -0.13 -3.44
C: 1.71 0.90 -4.35
C: 2.80 0.85 -5.21
C: 3.67 -0.23 -5.17
C: 3.44 -1.28 -4.28
C: 2.36 -1.23 -3.42
C: -1.10 1.10 -2.79
C: -0.70 2.44 -2.74
C: -1.58 3.45 -3.08
C: -2.89 3.14 -3.44
C: -3.30 1.82 -3.47
C: -2.41 0.80 -3.15
H: -3.06 -1.61 -1.01
H: -4.71 -0.12 0.09
H: -4.20 0.86 2.31
H: -2.12 0.28 3.48
H: -1.96 -3.21 4.41
H: -3.00 -2.95 6.63
H: -2.28 -1.13 8.13
H: -0.52 0.45 7.41
H: 0.51 0.23 5.19
H: 2.74 -2.23 3.10
H: 4.74 -0.79 3.25
H: 4.52 1.66 3.04
H: 2.30 2.69 2.78
H: 0.27 1.25 2.77
H: -1.56 -4.73 -1.30
H: -2.25 -5.21 -3.64
H: -1.90 -3.52 -5.40
H: -0.90 -1.33 -4.85
H: 1.02 1.73 -4.42
H: 2.96 1.65 -5.92
H: 4.51 -0.27 -5.85
H: 4.10 -2.14 -4.28
H: 2.17 -2.07 -2.76
H: 0.32 2.69 -2.46
H: -1.25 4.48 -3.07
H: -3.57 3.93 -3.73
H: -4.31 1.57 -3.77
H: -2.74 -0.23 -3.21
I: 2.87 2.20 -0.79
C: 3.50 0.23 -0.52
C: 4.82 -0.10 -0.75
C: 5.21 -1.42 -0.58
C: 4.26 -2.36 -0.17
C: 2.97 -1.94 0.06
N: 2.58 -0.65 -0.12
H: 5.53 0.65 -1.08
H: 6.23 -1.72 -0.76
H: 4.52 -3.40 -0.02
H: 2.22 -2.63 0.40
O: -0.39 1.59 0.33
N: -1.16 2.66 0.54
C: -2.31 2.77 -0.13
C: -3.11 3.87 0.08
C: -2.70 4.86 0.97
C: -1.48 4.72 1.63
C: -0.71 3.60 1.39
H: -2.54 1.97 -0.82
H: -4.04 3.96 -0.46
H: -3.31 5.73 1.15
H: -1.12 5.47 2.32
H: 0.25 3.41 1.85

Results
maximum force: 0.6 eV/A
spin multiplicity: 2
HOMO level (alpha / beta): -15.49 / -15.49 eV
Kohn-Sham gap (alpha / beta): 6.4 / 6.5 eV
charge: +3
E_LUMO (alpha / beta): -9.1 / -9.0 eV
energy: -115982.4358 eV

---

Repeat the first record exactly.
Here is a molecular structure, C46H35N5O3PW from OMol25. Energies are from the ωB97M-V functional and the def2-TZVPD basis.

Geometry (Å):
W: 0.97 -0.34 -0.06
O: 0.90 3.07 2.82
C: 0.19 3.47 1.99
O: 1.76 2.25 0.09
C: -0.62 4.00 1.07
C: -0.79 5.43 1.05
C: -1.66 6.01 0.18
C: -2.41 5.23 -0.71
C: -2.25 3.86 -0.73
C: -1.38 3.21 0.13
P: -1.20 1.38 0.13
C: -2.30 0.92 1.53
C: -2.45 1.70 2.67
C: -3.26 1.26 3.71
C: -3.94 0.06 3.62
C: -3.81 -0.72 2.48
C: -2.99 -0.29 1.45
C: -2.20 0.98 -1.36
C: -3.58 0.85 -1.33
C: -4.27 0.61 -2.51
C: -3.60 0.51 -3.71
C: -2.22 0.65 -3.74
C: -1.52 0.88 -2.57
H: -0.22 6.03 1.74
H: -1.79 7.08 0.18
H: -3.13 5.70 -1.37
H: -2.84 3.29 -1.43
H: -1.96 2.65 2.76
H: -3.37 1.87 4.59
H: -4.57 -0.28 4.43
H: -4.34 -1.65 2.39
H: -2.89 -0.88 0.55
H: -4.13 0.96 -0.41
H: -5.35 0.50 -2.48
H: -4.14 0.33 -4.62
H: -1.68 0.59 -4.68
H: -0.45 1.00 -2.61
C: 5.24 3.41 -0.11
C: 3.86 3.44 -0.08
C: 3.15 2.26 0.04
C: 3.81 1.03 0.13
C: 5.21 1.02 0.11
C: 5.91 2.20 -0.01
N: 3.05 -0.15 0.22
N: 3.78 -1.22 0.39
C: 3.09 -2.37 0.39
C: 3.78 -3.60 0.51
C: 3.06 -4.76 0.51
C: 1.66 -4.72 0.49
C: 1.00 -3.52 0.39
C: 1.68 -2.30 0.25
H: 5.79 4.33 -0.21
H: 3.33 4.38 -0.16
H: 1.44 3.04 -0.37
H: 5.71 0.07 0.17
H: 6.99 2.18 -0.04
H: 4.85 -3.59 0.59
H: 3.56 -5.72 0.55
H: 1.10 -5.64 0.56
H: -0.09 -3.53 0.41
N: -2.06 -2.49 4.80
C: -1.21 -1.82 4.41
C: -0.17 -1.00 3.92
C: 0.70 -0.33 4.80
C: 1.70 0.44 4.23
C: 1.81 0.53 2.85
N: 0.97 -0.10 1.99
C: 0.00 -0.87 2.55
H: 0.57 -0.41 5.86
H: 2.40 0.98 4.84
H: 2.59 1.13 2.41
H: -0.66 -1.41 1.88
C: -2.28 -2.89 -0.99
C: -0.99 -2.29 -1.50
O: -0.46 -1.31 -0.85
C: -0.37 -2.86 -2.67
C: 0.93 -2.50 -3.08
C: 1.51 -3.06 -4.19
C: 0.83 -4.01 -4.94
C: -0.44 -4.40 -4.55
C: -1.04 -3.83 -3.44
H: -2.40 -2.68 0.07
H: -2.28 -3.97 -1.11
H: -3.13 -2.48 -1.53
H: 1.50 -1.77 -2.50
H: 2.51 -2.76 -4.49
H: 1.28 -4.44 -5.82
H: -0.98 -5.14 -5.12
H: -2.04 -4.14 -3.18
N: 2.09 1.01 -2.79
C: 1.66 0.44 -1.88

Results
maximum force: 2.7 eV/A
spin multiplicity: 1
HOMO level (alpha / beta): -7.90 / -7.84 eV
Kohn-Sham gap (alpha / beta): 3.2 / 3.1 eV
charge: +1
E_LUMO (alpha / beta): -4.7 / -4.7 eV
energy: -72967.0709 eV

---

Question: Which value of charge does entry 3 give?
Answer: +3

---

Question: Which value of maximum force does entry 1 give?
Answer: 2.7 eV/A

---

Question: The highest charge belongs to which entry?
Answer: C46H37IN2O2P2STi